# 1
Density functional theory data (ωB97M-V/def2-TZVPD) for a molecular structure, C20H32BCl16F16HgN2O8S4 at a distorted geometry.

Computed properties:
DFT total energy	-12224.82473	a.u.
2S+1	1
frontier orbital gap	8.9	eV
total charge	-1
E_HOMO	-0.3089	Eh

Geometry (Å):
Hg1 2.241 0.428 1.762
B1 1.857 0.916 4.217
F1 1.394 -0.256 3.726
F2 1.403 1.872 3.388
F3 1.524 1.225 5.514
F4 3.168 1.017 3.957
C1 0.997 1.144 -2.239
F5 1.806 2.164 -2.060
F6 -0.257 1.534 -1.925
F7 1.082 0.761 -3.510
S1 1.594 -0.373 -1.204
O1 1.440 -1.581 -2.025
O2 3.015 -0.122 -0.797
N1 0.767 -0.279 0.330
S2 -0.481 -1.204 0.049
O3 -1.076 -1.193 -1.302
O4 -0.290 -2.540 0.645
C2 -1.766 -0.283 1.188
F8 -1.221 -0.017 2.422
F9 -2.137 0.832 0.553
F10 -2.820 -1.133 1.247
C3 1.771 4.629 0.984
F11 1.997 4.946 -0.271
F12 1.337 5.733 1.541
F13 0.831 3.668 0.974
S3 3.310 3.952 1.780
O5 4.301 4.868 1.240
O6 3.137 4.085 3.254
N2 3.293 2.290 1.228
S4 4.894 2.069 1.027
O7 5.708 2.621 2.115
O8 5.122 0.624 0.849
C4 5.460 2.819 -0.734
F14 6.070 1.808 -1.347
F15 4.434 3.344 -1.418
F16 6.302 3.784 -0.511
Cl1 -3.276 3.404 -1.638
C5 -2.691 4.122 -0.108
C6 -3.322 5.530 0.083
Cl2 -2.574 6.364 1.409
H1 -1.617 4.290 -0.025
H2 -3.120 3.487 0.667
H3 -4.405 5.505 0.204
H4 -3.148 6.127 -0.811
Cl3 0.227 -4.510 -4.228
C7 -1.065 -3.594 -3.399
C8 -2.444 -4.141 -3.843
Cl4 -2.820 -3.601 -5.488
H5 -0.971 -2.530 -3.615
H6 -0.825 -3.681 -2.340
H7 -3.263 -3.862 -3.180
H8 -2.414 -5.226 -3.942
Cl5 -3.779 1.937 6.606
C9 -2.421 0.780 6.712
C10 -2.874 -0.583 6.132
Cl6 -3.377 -0.416 4.364
H9 -2.150 0.605 7.753
H10 -1.625 1.193 6.092
H11 -3.556 -1.104 6.804
H12 -1.953 -1.151 6.260
Cl7 3.823 1.417 -4.898
C11 3.487 3.165 -5.158
C12 2.076 3.310 -5.637
Cl8 1.978 5.057 -6.138
H13 4.199 3.545 -5.891
H14 3.621 3.700 -4.218
H15 1.291 2.986 -4.954
H16 1.949 2.700 -6.531
Cl9 -2.611 -4.604 -0.445
C13 -3.972 -5.072 0.562
C14 -4.553 -3.927 1.440
Cl10 -5.618 -2.980 0.372
H17 -3.636 -5.815 1.286
H18 -4.715 -5.584 -0.049
H19 -3.732 -3.277 1.743
H20 -5.121 -4.131 2.348
Cl11 5.177 -3.931 -2.070
C15 4.668 -2.448 -2.984
C16 5.549 -1.156 -2.583
Cl12 7.214 -1.395 -2.953
H21 3.709 -2.129 -2.577
H22 4.578 -2.725 -4.035
H23 5.383 -0.919 -1.532
H24 5.242 -0.223 -3.054
Cl13 2.140 -6.392 -1.177
C17 0.795 -6.128 -0.077
C18 1.083 -6.874 1.238
Cl14 -0.365 -6.879 2.176
H25 -0.099 -6.511 -0.569
H26 0.659 -5.076 0.176
H27 1.924 -6.442 1.780
H28 1.380 -7.897 1.009
Cl15 -6.444 3.659 1.165
C19 -6.231 2.016 1.697
C20 -5.700 1.200 0.553
Cl16 -6.858 1.202 -0.815
H29 -7.157 1.638 2.131
H30 -5.508 2.070 2.511
H31 -5.595 0.165 0.876
H32 -4.758 1.588 0.166

Cartesian forces, eV/Å:
Hg 0.8 0.1 -1.5
B -0.1 2.3 3.3
F -1.3 -3.4 0.1
F -3.2 2.9 -1.9
F -0.2 -0.8 0.3
F 4.0 -1.2 0.4
C -0.8 -0.1 0.0
F 0.2 0.0 0.4
F 1.1 -0.6 -0.3
F -0.5 0.0 0.5
S 4.1 -1.1 0.3
O -0.4 2.3 1.5
O -3.0 0.3 -0.8
N 1.3 0.2 -4.1
S -4.2 -3.8 1.7
O 1.2 0.9 2.3
O -0.2 2.4 -0.8
C 1.2 -1.2 -0.7
F -1.1 -0.3 -2.1
F 0.1 -0.3 0.9
F 0.7 1.1 0.6
C -0.3 -0.9 -0.6
F 0.6 -0.2 -1.1
F -0.1 -0.1 1.1
F -0.3 0.2 0.4
S -0.8 2.1 4.6
O -0.5 -1.7 -0.6
O -0.1 -1.0 -3.7
N 1.6 3.4 -0.3
S 3.1 -3.1 0.9
O -1.4 0.1 -2.0
O -1.1 1.6 -0.2
C -0.8 -0.3 1.7
F -0.6 0.6 -0.3
F 0.3 -1.0 -0.1
F 0.8 0.4 0.1
Cl 0.4 0.2 0.1
C -1.3 1.3 0.7
C -0.4 -0.6 -1.6
Cl 0.3 0.3 0.9
H 0.0 -0.8 -0.4
H 0.6 -0.1 0.1
H 0.1 -0.3 0.3
H 0.2 -0.1 0.0
Cl 0.1 0.2 -0.1
C -0.5 -0.1 0.0
C 0.8 -0.2 0.4
Cl -0.2 0.3 -0.4
H 0.0 -0.2 -0.3
H -0.5 -0.2 0.0
H 0.2 0.2 -0.1
H 0.1 0.1 0.4
Cl 0.0 0.2 0.4
C -1.1 -0.8 -1.1
C 1.3 0.9 0.3
Cl 0.2 -0.6 1.8
H 0.1 0.3 -0.1
H 0.1 -0.1 0.4
H -0.8 0.3 -0.7
H 0.1 -0.4 -1.0
Cl 0.1 0.2 0.0
C 0.2 -0.3 0.6
C 0.1 0.1 -1.1
Cl -0.6 -0.5 0.3
H -0.1 -0.2 0.1
H 0.2 -0.2 0.0
H 0.2 0.6 0.3
H -0.1 0.3 -0.1
Cl 0.0 0.2 0.0
C -0.8 -0.6 2.0
C 0.7 0.3 -1.3
Cl -0.3 0.6 0.0
H 0.4 -0.2 -0.2
H -0.1 0.4 0.0
H 0.0 0.0 -0.1
H 0.0 -0.8 -0.3
Cl -0.1 0.7 -0.4
C 0.4 1.9 1.4
C -1.7 -1.3 -0.3
Cl 1.4 -0.1 -0.1
H -0.2 -0.6 -0.3
H 0.4 0.3 0.2
H 0.3 -0.6 0.2
H -0.4 -0.4 -0.6
Cl 0.5 0.2 -0.3
C -0.1 -0.2 1.0
C 1.0 -0.3 -1.5
Cl -1.0 0.0 1.0
H 0.0 0.0 0.2
H 0.1 0.1 -0.4
H -0.3 0.3 0.0
H -0.2 -0.1 0.0
Cl -0.4 1.3 -0.1
C 0.4 -0.3 0.5
C -0.2 -0.5 0.0
Cl 0.1 -0.2 0.0
H 0.0 0.0 -0.4
H 0.1 -0.3 -0.1
H 0.2 0.0 -0.1
H -0.1 0.0 0.1

Löwdin population analysis, charges in e, atoms 1 to 99: Hg 1.36; B -1.54; F 0.14; F 0.12; F 0.18; F 0.17; C -0.63; F 0.15; F 0.12; F 0.12; S 0.75; O -0.28; O -0.37; N -0.39; S 0.60; O -0.30; O -0.32; C -0.58; F 0.06; F 0.12; F 0.07; C -0.70; F 0.15; F 0.18; F 0.11; S 0.72; O -0.28; O -0.27; N -0.38; S 0.62; O -0.29; O -0.35; C -0.63; F 0.14; F 0.12; F 0.17; Cl 0.57; C -0.64; C -0.72; Cl 0.60; H 0.05; H 0.05; H 0.03; H 0.06; Cl 0.54; C -0.67; C -0.68; Cl 0.54; H 0.06; H 0.01; H 0.04; H 0.05; Cl 0.51; C -0.64; C -0.59; Cl 0.54; H 0.08; H 0.06; H 0.07; H 0.07; Cl 0.60; C -0.67; C -0.63; Cl 0.54; H 0.06; H 0.06; H 0.07; H 0.07; Cl 0.67; C -0.66; C -0.61; Cl 0.55; H 0.06; H 0.06; H 0.04; H 0.07; Cl 0.49; C -0.58; C -0.71; Cl 0.57; H 0.02; H 0.07; H 0.04; H 0.01; Cl 0.57; C -0.70; C -0.72; Cl 0.59; H 0.05; H 0.05; H 0.08; H 0.06; Cl 0.59; C -0.68; C -0.66; Cl 0.53; H 0.08; H 0.07; H 0.05

# 2
Density functional theory data (ωB97M-V/def2-TZVPD) for 4 unconnected molecules or ions with the total composition C3H14NO3S at a distorted geometry.

Computed properties:
energy relative to the best compared isomer or geometry (same formula, charge and spin)	23.5	kcal/mol
DFT total energy	-801.40412	a.u.
2S+1	1
frontier orbital gap	7.0	eV
total charge	-1
E_HOMO	-0.1226	Eh

Geometry (Å):
C1 -0.298 1.686 0.432
C2 -0.465 0.167 0.279
C3 -1.100 -0.179 -1.116
S1 -0.076 -1.086 -2.377
N1 0.795 -0.535 0.544
H1 0.450 2.097 -0.229
H2 0.101 1.935 1.420
H3 -1.298 2.072 0.282
H4 -1.174 -0.214 1.025
H5 -1.977 -0.816 -0.952
H6 -1.516 0.712 -1.589
H7 0.705 -1.546 0.552
H8 1.397 -0.304 -0.241
H9 -1.290 -2.952 0.036
H10 -0.690 -2.581 1.244
O1 -1.205 -3.333 0.928
H11 0.252 1.617 -3.659
H12 1.032 1.237 -2.507
O2 0.545 2.017 -2.839
H13 1.928 -0.599 2.413
H14 1.763 0.755 3.103
O3 2.121 -0.148 3.251

Cartesian forces, eV/Å:
C 0.3 -1.1 0.8
C 0.0 -0.6 -0.5
C -0.2 -0.6 -0.5
S 0.0 0.3 0.6
N 0.4 0.7 0.6
H -0.2 0.1 -0.8
H -0.4 -0.1 0.2
H 0.1 0.7 -0.1
H 0.0 0.4 0.1
H 0.0 0.0 0.2
H 0.2 0.2 0.1
H -0.1 0.2 -0.6
H 0.1 -0.5 -0.1
H -0.4 -0.8 -0.4
H 0.1 -0.3 1.0
O 0.2 1.0 -0.7
H -0.4 0.0 -0.3
H -0.4 0.1 0.2
O 0.7 0.0 0.0
H -0.3 0.4 -0.2
H 0.3 -1.0 0.0
O -0.1 0.8 0.1

How is the electron density shared among the atoms? According to Löwdin, the charges in e are: C -0.07; C -0.51; C -0.67; S 0.19; N -0.02; H 0.06; H 0.06; H 0.07; H 0.11; H 0.02; H 0.03; H 0.04; H 0.04; H 0.02; H 0.00; O -0.07; H 0.00; H -0.04; O -0.14; H -0.01; H 0.03; O -0.11

# 3
Density functional theory data (ωB97M-V/def2-TZVPD) for 2 unconnected molecules or ions with the total composition C12H26FN2O4.

Computed properties:
DFT total energy	-982.87159	a.u.
2S+1	1
frontier orbital gap	7.0	eV
total charge	+1
E_HOMO	-0.3777	Eh

Geometry (Å):
O1 0.652 -2.878 -0.139
C1 0.251 -2.134 -0.989
F1 0.079 -0.848 -0.731
C2 -0.145 -2.504 -2.386
C3 -0.134 -4.028 -2.586
C4 -0.985 -4.744 -1.502
N1 -0.214 -5.602 -0.553
C5 0.939 -6.299 -1.215
C6 1.847 -5.243 -1.784
O2 1.210 -4.453 -2.759
H1 -1.099 -2.047 -2.655
H2 0.606 -2.088 -3.065
H3 -0.620 -4.229 -3.543
H4 -1.505 -4.006 -0.895
H5 -1.755 -5.361 -1.965
H6 0.166 -5.013 0.194
H7 -0.837 -6.291 -0.132
H8 0.556 -6.983 -1.971
H9 1.480 -6.862 -0.456
H10 2.684 -5.746 -2.274
H11 2.263 -4.638 -0.972
C7 0.179 6.046 3.199
O3 0.754 5.698 1.954
C8 1.704 4.643 2.017
C9 1.200 3.426 1.273
N2 0.068 2.821 1.962
C10 -0.600 1.760 1.219
C11 -1.298 2.135 -0.085
O4 -2.423 2.970 0.082
C12 -2.160 4.364 0.101
H12 -0.438 6.927 3.033
H13 -0.452 5.245 3.601
H14 0.948 6.291 3.936
H15 1.934 4.392 3.057
H16 2.624 4.993 1.541
H17 2.008 2.690 1.208
H18 0.954 3.745 0.251
H19 -0.606 3.544 2.180
H20 -1.353 1.325 1.881
H21 0.134 0.977 1.014
H22 -1.681 1.211 -0.530
H23 -0.604 2.573 -0.814
H24 -1.305 4.620 -0.529
H25 -1.978 4.733 1.114
H26 -3.044 4.868 -0.286

Cartesian forces, eV/Å:
O -0.2 0.3 -0.3
C 0.0 -0.4 0.3
F 0.1 0.1 0.0
C 0.3 -0.3 -0.1
C 0.0 0.4 0.1
C -0.3 0.1 -0.2
N 0.2 -0.2 0.0
C 0.2 -0.1 0.2
C 0.2 -0.1 0.0
O -0.2 -0.2 -0.1
H 0.0 0.0 0.1
H -0.1 0.1 0.0
H 0.0 0.0 0.1
H 0.0 -0.1 0.0
H 0.2 -0.2 0.0
H 0.0 0.2 -0.1
H 0.0 0.1 0.1
H -0.1 0.1 0.0
H -0.1 -0.1 0.0
H -0.1 0.1 -0.1
H -0.1 0.1 0.0
C 0.0 0.0 0.0
O -0.1 -0.1 0.1
C 0.1 0.0 -0.1
C -0.1 0.0 0.0
N 0.0 0.1 -0.1
C -0.1 0.1 0.2
C 0.0 -0.1 -0.1
O 0.0 0.1 0.0
C -0.1 0.0 0.0
H 0.0 0.0 0.0
H 0.0 0.0 0.0
H 0.0 0.0 0.0
H 0.0 0.0 0.0
H 0.0 0.0 0.0
H 0.0 0.0 0.0
H 0.1 0.0 0.0
H 0.0 0.0 0.0
H 0.0 0.0 0.0
H 0.1 0.0 0.0
H 0.0 0.0 0.0
H 0.0 0.1 0.1
H 0.0 0.0 0.0
H 0.1 0.0 0.0
H 0.0 0.0 0.0

How is the electron density shared among the atoms? According to Löwdin, the charges in e are: O 0.15; C -0.43; F 0.15; C -0.01; C -0.27; C -0.04; N 0.07; C -0.07; C -0.17; O -0.06; H 0.15; H 0.15; H 0.16; H 0.14; H 0.14; H 0.17; H 0.19; H 0.15; H 0.15; H 0.15; H 0.13; C -0.11; O -0.20; C -0.22; C -0.22; N -0.05; C -0.21; C -0.24; O -0.18; C -0.09; H 0.09; H 0.08; H 0.09; H 0.12; H 0.12; H 0.12; H 0.11; H 0.08; H 0.12; H 0.10; H 0.11; H 0.11; H 0.09; H 0.07; H 0.09

> The highest frontier orbital gap belongs to which entry?

C20H32BCl16F16HgN2O8S4